1.
DFT (ωB97M-V with the def2-TZVPD basis set) results for a single C4H7NO2 molecule.

Computed properties:
2S+1: 1
HOMO-LUMO gap: 10.18 eV
ΔE to the lowest compared entry with this formula, charge and spin: 2.197 eV
E_LUMO: 0.776 eV
electronic energy: -9845.0823 eV

Cartesian coordinates (Å):
C -1.883 0.006 -0.006
C -0.571 -0.269 -0.668
N -0.059 0.346 -1.648
O 0.156 -1.282 -0.097
C 1.095 -0.688 0.806
C 1.852 0.523 0.223
O 2.514 1.248 0.928
H -1.788 0.023 1.086
H -2.281 0.962 -0.355
H -2.579 -0.795 -0.270
H -0.598 1.171 -1.891
H 0.582 -0.444 1.750
H 1.856 -1.442 1.016
H 1.704 0.639 -0.874

2.
DFT (ωB97M-V with the def2-TZVPD basis set) results for a single C4H7NO2 molecule.

Computed properties:
2S+1: 1
HOMO-LUMO gap: 10.76 eV
ΔE to the lowest compared entry with this formula, charge and spin: 1.438 eV
E_LUMO: 0.817 eV
electronic energy: -9845.8413 eV

Cartesian coordinates (Å):
N 1.357 0.314 1.935
C 1.007 0.810 0.708
O 0.988 1.999 0.451
C 0.640 -0.231 -0.326
C -0.835 -0.549 -0.357
C -1.671 -0.053 -1.454
O -1.193 -1.390 -1.440
H 1.535 0.972 2.676
H 1.297 -0.660 2.189
H 1.185 -1.160 -0.135
H 0.924 0.159 -1.305
H -1.262 -0.849 0.607
H -1.223 0.593 -2.214
H -2.749 0.045 -1.336

3.
DFT (ωB97M-V with the def2-TZVPD basis set) results for a single C4H7NO2 molecule.

Computed properties:
2S+1: 1
HOMO-LUMO gap: 8.32 eV
ΔE to the lowest compared entry with this formula, charge and spin: 2.219 eV
E_LUMO: 0.107 eV
electronic energy: -9845.0603 eV

Cartesian coordinates (Å):
C -1.156 -0.988 1.147
C -0.356 -0.056 0.286
C -1.026 1.055 -0.338
O -2.225 1.276 -0.254
C 1.020 -0.125 0.362
O 1.920 -0.520 1.040
N 1.574 0.322 -1.233
H -1.396 -0.555 2.121
H -2.095 -1.204 0.628
H -0.615 -1.928 1.300
H 0.716 0.118 -1.742
H -0.384 1.792 -0.890
H 2.296 -0.356 -1.470
H 1.915 1.267 -1.388

4.
DFT (ωB97M-V with the def2-TZVPD basis set) results for a single C4H7NO2 molecule.

Computed properties:
2S+1: 1
HOMO-LUMO gap: 10.70 eV
ΔE to the lowest compared entry with this formula, charge and spin: 1.011 eV
E_LUMO: 0.811 eV
electronic energy: -9846.2690 eV

Cartesian coordinates (Å):
C -0.971 -0.663 -1.072
C 0.064 1.117 1.034
N -0.511 2.014 1.700
O 0.439 -0.072 1.565
C 1.011 -0.868 0.527
C 0.438 -0.211 -0.727
O 0.374 1.155 -0.292
H -1.564 -0.765 -0.155
H -1.442 0.097 -1.701
H -0.979 -1.617 -1.605
H -0.768 2.775 1.075
H 2.104 -0.801 0.571
H 0.696 -1.904 0.667
H 1.110 -0.255 -1.587

5.
DFT (ωB97M-V with the def2-TZVPD basis set) results for C4H7NO2 as an isolated structure.

Computed properties:
2S+1: 1
HOMO-LUMO gap: 9.26 eV
ΔE to the lowest compared entry with this formula, charge and spin: 3.378 eV
E_LUMO: 0.548 eV
electronic energy: -9843.9016 eV

Cartesian coordinates (Å):
C 0.752 0.813 -0.690
C -0.228 -0.163 0.201
N -0.200 -1.542 0.047
C -1.353 0.582 0.241
C 1.640 0.453 0.475
O -2.589 0.032 0.244
O 2.435 -0.490 0.475
H -2.497 -0.933 0.267
H -0.502 -1.902 -0.853
H 0.759 -1.859 0.223
H -1.371 1.631 0.490
H 1.648 1.220 1.270
H 0.999 0.293 -1.613
H 0.507 1.865 -0.777

6.
DFT (ωB97M-V with the def2-TZVPD basis set) results for a 3-piece molecular cluster, C4H7NO2 overall.

Computed properties:
2S+1: 1
HOMO-LUMO gap: 10.78 eV
ΔE to the lowest compared entry with this formula, charge and spin: 2.794 eV
E_LUMO: 0.791 eV
electronic energy: -9844.4855 eV

Cartesian coordinates (Å):
C -2.435 -0.254 -0.300
C -1.428 0.739 -0.654
N -0.673 1.557 -0.967
O 0.006 -0.978 1.173
C 1.189 -1.214 1.121
C 2.067 1.024 -0.484
O 3.049 0.411 -0.137
H -2.185 -0.711 0.657
H -3.405 0.243 -0.246
H -2.465 -1.031 -1.068
H 1.307 1.387 0.229
H 1.909 -0.768 1.827
H 1.619 -1.874 0.345
H 1.837 1.225 -1.546

7.
DFT (ωB97M-V with the def2-TZVPD basis set) results for a single C4H7NO2 molecule.

Computed properties:
2S+1: 1
HOMO-LUMO gap: 10.92 eV
ΔE to the lowest compared entry with this formula, charge and spin: 2.446 eV
E_LUMO: 0.843 eV
electronic energy: -9844.8333 eV

Cartesian coordinates (Å):
O 2.111 -0.525 -0.046
C 1.226 0.374 -0.665
C -0.167 0.247 -0.066
C -0.512 -0.969 0.747
N -0.147 0.286 1.380
C -1.377 0.526 -0.886
O -2.451 0.891 -0.472
H 2.006 -0.373 0.907
H 1.587 1.406 -0.537
H 1.234 0.155 -1.738
H 0.217 -1.770 0.752
H -1.561 -1.253 0.783
H -0.940 0.774 1.788
H -1.225 0.231 -1.946

8.
DFT (ωB97M-V with the def2-TZVPD basis set) results for a single C4H7NO2 molecule.

Computed properties:
2S+1: 1
HOMO-LUMO gap: 10.26 eV
ΔE to the lowest compared entry with this formula, charge and spin: 0.537 eV
E_LUMO: 0.737 eV
electronic energy: -9846.7423 eV

Cartesian coordinates (Å):
C -1.834 -1.173 0.446
C -0.550 -0.709 -0.228
C -0.096 0.650 0.265
O -0.849 1.498 0.686
C 1.419 0.879 0.257
O 2.058 0.694 1.274
N 1.966 1.197 -0.948
H -1.676 -1.291 1.522
H -2.630 -0.438 0.307
H -2.163 -2.134 0.042
H 0.265 -1.431 -0.100
H -0.693 -0.603 -1.314
H 1.398 1.547 -1.704
H 2.950 1.426 -0.959

Sequential M output: 101.1 101.1 101.1 101.1 101.1 101.1 101.1 101.1 g/mol